1.
DFT (ωB97M-V/def2-TZVPD) results for a 8-piece molecular cluster, C6H28O8 overall.

Structure (XYZ):
```
42
Properties=species:S:1:pos:R:3:forces:R:3
O 0.8123 -0.3856 0.2381 0.13 -0.03 0.04
H 1.7532 -0.1710 0.3127 -0.06 0.06 -0.05
H 0.6021 -0.2901 -0.6974 -0.13 0.12 0.00
O 3.6163 0.4899 0.2348 0.07 0.07 -0.09
H 4.0125 1.3368 0.0012 0.01 0.03 0.10
H 4.3588 -0.0970 0.4073 -0.02 -0.04 0.00
C -2.5894 1.9867 -2.0731 -0.35 0.57 -0.09
O -2.0814 0.9558 -1.2594 -0.02 0.02 -0.12
H -3.4686 1.7053 -2.6697 0.15 -0.27 0.07
H -2.9237 2.7952 -1.4183 0.08 -0.11 0.07
H -1.8597 2.4329 -2.7606 0.13 -0.23 0.08
H -1.5803 0.3311 -1.7987 -0.05 -0.07 -0.03
C 1.2026 -1.9476 3.1691 -0.03 0.24 -0.55
O 2.1649 -2.5833 3.9861 0.08 -0.24 0.27
H 1.6814 -1.1873 2.5469 -0.10 0.06 0.07
H 0.7060 -2.6403 2.4855 -0.03 -0.04 0.10
H 0.4435 -1.4694 3.7861 0.04 -0.02 0.10
H 2.3776 -3.4312 3.5937 0.07 -0.03 0.04
C 0.7365 -1.6886 -2.8989 -0.39 0.46 -0.39
O 0.1679 -0.3498 -2.9271 0.41 -0.60 -0.05
H 1.2842 -1.8101 -1.9707 -0.06 -0.19 0.09
H -0.0732 -2.4079 -3.0004 0.05 -0.13 0.27
H 1.4161 -1.8222 -3.7412 0.09 0.01 0.08
H 0.4004 -0.0009 -3.7910 -0.15 0.33 0.10
C -1.7913 -2.4684 0.6555 0.02 0.22 0.90
O -2.0783 -2.1301 -0.6886 0.01 -0.15 -0.06
H -1.2264 -1.6796 1.1657 0.09 0.00 -0.37
H -2.6884 -2.6025 1.2728 -0.04 -0.16 -0.31
H -1.2052 -3.3873 0.7076 -0.01 -0.04 -0.15
H -3.0241 -1.9906 -0.7607 0.02 0.16 -0.09
C 0.7777 2.8045 -1.7184 0.47 0.16 0.19
O 2.1925 2.6079 -1.7453 0.15 -0.11 -0.01
H 0.2600 1.8535 -1.7772 -0.20 0.03 -0.09
H 0.4892 3.3157 -0.7965 -0.15 0.00 -0.04
H 0.5472 3.4397 -2.5706 -0.18 -0.03 -0.01
H 2.3788 1.7926 -1.2729 -0.08 -0.08 -0.02
C -1.3404 1.0879 2.9138 -0.15 0.01 0.76
O -1.6685 2.4384 3.2488 0.04 -0.05 -0.30
H -0.8095 0.9653 1.9705 -0.06 0.11 -0.08
H -0.7581 0.6468 3.7339 0.11 -0.02 -0.21
H -2.2863 0.5487 2.8886 0.01 -0.02 -0.22
H -0.9293 3.0060 3.0181 0.04 -0.05 0.01
```
Positions in Å, forces in eV/Å.

ΔE to the lowest compared entry with this formula, charge and spin, kJ/mol: 403.2
Maximum force, eV/Å: 0.92
Calculated total energy, Ha: -847.19642
HOMO level, eV: -9.863



2.
DFT (ωB97M-V/def2-TZVPD) results for one molecule with the formula C4H8O2.

Structure (XYZ):
```
14
Properties=species:S:1:pos:R:3:forces:R:3
C 1.4555 0.8742 0.0746 0.13 0.21 0.08
O 0.9303 -0.3056 -0.4950 0.05 -0.05 -0.07
C 0.1771 -1.1001 0.3976 -0.04 -0.19 0.05
C -1.2611 -0.5615 0.5687 0.00 0.11 0.11
C -1.5488 0.4453 -0.5218 -0.13 0.11 0.05
O -1.8322 1.5983 -0.3070 0.05 -0.32 -0.09
H 1.8943 1.4465 -0.7470 -0.03 -0.08 0.18
H 2.2376 0.6332 0.8093 -0.13 0.06 -0.06
H 0.6819 1.4930 0.5516 0.12 -0.13 -0.05
H 0.6760 -1.1730 1.3755 -0.05 0.02 -0.16
H 0.1642 -2.1003 -0.0422 -0.01 0.12 0.04
H -1.4149 -0.0680 1.5301 0.03 -0.03 -0.07
H -1.9814 -1.3854 0.4878 0.09 0.13 0.01
H -1.4637 0.0658 -1.5555 -0.09 0.03 -0.01
```
Positions in Å, forces in eV/Å.

ΔE to the lowest compared entry with this formula, charge and spin, kJ/mol: 168.3
Maximum force, eV/Å: 0.33
Calculated total energy, Ha: -307.64833
HOMO level, eV: -9.757



3.
DFT (ωB97M-V/def2-TZVPD) results for one molecule with the formula C4H5NO.

Structure (XYZ):
```
11
Properties=species:S:1:pos:R:3:forces:R:3
N -1.9615 -0.7359 -0.1818 0.01 0.34 0.11
C -1.5621 0.4119 0.1681 -0.17 -0.17 -0.06
O -0.2635 0.7381 0.2388 -0.05 0.03 -0.01
C 0.6382 -0.3133 -0.0970 0.05 -0.15 -0.04
C 2.4770 1.4580 0.0077 -0.20 -0.72 0.05
C 2.0298 0.2327 0.0085 0.12 0.59 -0.02
H -2.9771 -0.7767 -0.1698 0.09 0.00 0.00
H -2.1700 1.2737 0.4554 0.04 -0.14 -0.06
H 0.4290 -0.6653 -1.1132 0.05 0.02 0.14
H 0.4884 -1.1605 0.5799 0.04 0.11 -0.07
H 2.8718 -0.4628 0.1033 0.01 0.07 -0.05
```
Positions in Å, forces in eV/Å.

ΔE to the lowest compared entry with this formula, charge and spin, kJ/mol: 425.0
Maximum force, eV/Å: 0.74
Calculated total energy, Ha: -285.25270
HOMO level, eV: -10.381



| no. | E_LUMO (eV) |
| --- | --- |
| 1 | 0.21 |
| 2 | 0.98 |
| 3 | -0.34 |